Entry from the Open Molecules 2025 dataset: a molecular structure, C20H60MnNO13 at a distorted geometry (ωB97M-V with the def2-TZVPD basis set).

Properties
Energy, eV: -81131.62959
Molecular weight, g mol⁻¹: 577.63
ΔE to the lowest compared entry with this formula, charge and spin, eV: 0.3702
⟨S²⟩: 8.752
Gap between HOMO and LUMO (alpha / beta), eV: 8.190 / 7.675
Spin multiplicity: 6
Charge: +1
HOMO energy (alpha / beta), eV: -11.53 / -11.53

Element x y z (Å)
1 Mn -1.780 -1.546 2.207
2 O 1.021 0.252 0.017
3 O -0.871 -0.721 0.428
4 O 2.068 2.061 2.112
5 O -3.516 -0.507 1.476
6 O 7.185 0.293 -0.438
7 O -2.593 -3.155 1.072
8 O 2.698 1.914 -1.650
9 O 3.781 -2.764 -2.212
10 O -0.813 0.975 -0.926
11 O -3.549 1.632 -0.349
12 O -1.499 0.155 -3.614
13 O -1.380 0.281 3.334
14 O 0.107 -2.473 2.596
15 N -0.205 0.174 -0.198
16 C -0.860 1.603 2.947
17 C 2.600 3.203 1.452
18 C 3.461 2.287 -3.931
19 C -4.901 -0.700 1.820
20 C -0.563 -0.921 -3.714
21 C -5.623 2.661 -0.960
22 C -1.115 -1.951 -4.687
23 C 1.954 -2.946 -0.618
24 C 2.475 -2.335 -1.912
25 C 1.449 4.107 0.983
26 C -4.182 2.440 -1.361
27 C 3.021 1.291 -2.871
28 C -2.074 -3.632 -1.251
29 C 1.210 -1.653 3.050
30 C -2.007 2.605 2.919
31 C -1.747 -3.983 0.204
32 C -5.375 0.474 2.687
33 C 5.827 0.315 -0.880
34 C 1.399 -1.818 4.566
35 C 4.911 -0.011 0.311
36 H 5.674 -0.369 -1.709
37 H 1.844 4.964 0.431
38 H 3.858 0.068 0.027
39 H -0.869 -1.771 -5.730
40 H -3.488 -3.439 0.856
41 H 5.115 -1.011 0.696
42 H 4.018 -2.429 -3.081
43 H -2.649 1.435 -0.665
44 H 2.140 -1.895 2.534
45 H -3.475 0.123 0.723
46 H 5.604 1.337 -1.203
47 H 1.949 -4.039 -0.662
48 H -4.979 -1.614 2.415
49 H -2.181 -2.084 -4.524
50 H 0.930 -2.626 -0.425
51 H 1.744 -2.537 -2.701
52 H -3.630 3.377 -1.487
53 H 0.446 -3.377 2.664
54 H -6.055 3.408 -1.628
55 H 2.158 1.341 -1.093
56 H 3.228 3.801 2.115
57 H 4.101 1.824 -4.685
58 H -0.701 -3.830 0.435
59 H -2.722 2.264 2.172
60 H -0.440 -1.393 -2.730
61 H 2.484 -1.253 -1.730
62 H 0.871 4.433 1.847
63 H -1.340 0.282 4.298
64 H 2.118 0.830 -3.291
65 H 2.311 -1.311 4.880
66 H -3.096 -3.910 -1.520
67 H -0.099 1.870 3.677
68 H -0.401 1.494 1.972
69 H 1.675 1.527 1.412
70 H 4.089 3.074 -3.505
71 H 3.787 0.521 -2.742
72 H 0.412 -0.536 -4.034
73 H 0.588 -1.277 5.058
74 H 2.585 -2.635 0.217
75 H 0.788 3.607 0.269
76 H 7.255 0.974 0.237
77 H -6.389 0.290 3.046
78 H -2.463 2.647 3.909
79 H -6.233 1.762 -1.060
80 H -1.648 3.593 2.639
81 H -1.367 0.564 -2.748
82 H 1.001 -0.609 2.823
83 H -5.279 1.384 2.097
84 H -5.700 3.006 0.070
85 H 2.625 2.743 -4.458
86 H -2.124 -4.997 0.357
87 H 1.428 -2.875 4.825
88 H 3.265 2.957 0.620
89 H -0.612 -2.899 -4.453
90 H -4.775 0.610 3.587
91 H -1.462 -4.216 -1.944
92 H 5.060 0.692 1.134
93 H -4.067 1.921 -2.318
94 H -5.498 -0.819 0.918
95 H -1.923 -2.572 -1.448

Force components x, y, z for each atom (eV/Å):
0.15 1.00 -1.11
-1.12 -0.20 -0.38
0.01 0.09 -0.38
0.42 -0.08 0.16
-0.23 -0.33 -0.16
-0.05 -0.36 -0.45
0.61 -0.46 0.14
0.28 0.62 0.20
-0.07 -0.40 0.06
0.72 -0.66 0.41
0.47 -0.22 0.04
0.10 -0.10 0.24
0.21 -0.27 0.51
0.37 -0.21 0.08
0.18 0.54 0.80
-0.48 0.47 0.01
-0.38 1.11 -0.55
0.63 0.41 0.11
-0.05 0.57 1.09
-0.54 0.27 -0.17
0.00 0.08 -0.44
0.89 -0.61 0.42
0.42 -0.49 -0.11
-0.63 0.73 0.67
0.48 -0.21 -0.35
0.14 -0.39 -0.07
-0.59 -0.23 -0.80
0.30 -0.13 0.01
0.94 0.66 1.06
0.39 -0.63 -0.09
-1.47 -0.20 -1.29
0.09 -0.35 -0.29
-0.20 0.79 1.36
-0.26 0.67 -0.86
-0.16 -0.10 -0.41
0.33 -0.17 0.05
-0.02 0.12 0.25
0.02 -0.11 -0.02
-0.31 0.38 -0.01
-0.13 0.45 0.27
-0.01 -0.06 -0.09
0.06 -0.01 0.00
-0.10 0.08 0.15
-0.30 -0.30 -0.29
-0.01 0.13 0.10
-0.21 -0.13 -0.32
0.12 0.01 -0.04
0.16 -0.14 -0.20
-0.07 0.07 -0.16
0.01 0.27 -0.07
0.23 -0.11 -0.26
-0.13 0.09 0.34
-0.53 -0.03 -0.12
-0.08 0.06 0.15
-0.02 -0.10 -0.30
-0.16 -0.41 0.51
-0.17 -0.28 0.02
-0.06 -0.01 0.30
-0.21 0.18 0.07
0.07 0.07 -0.03
-0.11 0.08 -0.28
-0.04 0.14 -0.04
-0.17 -0.20 -0.08
0.07 -0.40 0.19
0.12 -0.22 -0.06
-0.09 0.15 0.27
0.15 -0.02 -0.18
0.03 -0.08 0.03
0.11 -0.16 -0.03
-0.18 0.03 0.15
0.03 -0.03 0.12
0.00 -0.13 0.01
-0.12 -0.44 0.28
-0.02 -0.03 0.02
0.02 -0.22 0.13
0.13 -0.02 0.00
-0.13 0.24 -0.32
-0.15 0.14 -0.07
0.16 -0.12 0.00
0.05 0.01 0.03
0.06 0.06 -0.30
-0.22 -0.15 -0.22
-0.37 0.12 0.09
0.09 0.15 -0.02
-0.07 0.08 0.18
0.81 -0.16 0.30
0.00 0.06 0.29
-0.26 -0.36 -0.09
-0.19 -0.04 -0.08
0.26 -0.23 -0.12
0.22 0.09 0.16
0.11 0.10 -0.08
-0.38 -0.01 0.00
0.02 0.08 -0.05
0.02 0.02 -0.01

Here are the Löwdin charges for atoms 1 to 6, given in e: number 1, Mn, carries 1.065; number 2, O, carries 0.005; number 3, O, carries -0.097; number 4, O, carries -0.101; number 5, O, carries -0.180; number 6, O, carries -0.077

***

Entry from the Open Molecules 2025 dataset: 9 unconnected molecules or ions with the total composition C20H60N6O9 at a distorted geometry (ωB97M-V with the def2-TZVPD basis set).

Properties
Energy, eV: -49080.33184
SMILES: COC[C@H](C)N.COC[C@H](C)N.NC(N)=O.NC(N)=O.CCO.CCO.CCO.CCO.CCO
Molecular weight, g mol⁻¹: 528.73
ΔE to the lowest compared entry with this formula, charge and spin, eV: 0.1712
Gap between HOMO and LUMO, eV: 9.422
HOMO energy, eV: -9.30

Element x y z (Å)
1 O 0.652 0.300 -1.066
2 O 1.569 -5.950 -0.562
3 O 5.638 -1.342 0.589
4 O 1.948 1.638 -3.295
5 O 3.206 -1.189 4.844
6 O 0.316 5.158 -0.934
7 O -2.903 -0.688 -1.402
8 O -6.701 -2.813 1.100
9 O -0.089 0.095 3.770
10 N -2.960 6.540 -0.075
11 N -5.500 -2.552 -0.834
12 N 0.516 -2.617 -1.815
13 N 1.085 0.505 1.184
14 N -1.064 0.414 0.395
15 N -4.739 -1.596 1.012
16 C -1.019 4.982 -0.540
17 C -5.734 -2.368 0.485
18 C 1.348 -4.877 -1.458
19 C -3.362 1.299 -2.740
20 C 4.234 -0.847 -1.358
21 C 0.826 3.987 -1.545
22 C -1.273 6.294 1.663
23 C 1.718 1.134 -4.601
24 C 2.531 -2.754 3.098
25 C 2.737 -5.813 0.221
26 C 0.155 -3.650 0.372
27 C 1.110 -3.518 -0.834
28 C -1.565 2.078 3.736
29 C -1.048 0.862 4.523
30 C 0.216 0.841 -4.731
31 C 0.283 0.368 0.119
32 C -3.934 0.135 -1.957
33 C 3.660 -2.219 4.000
34 C 4.312 -1.166 0.106
35 C -1.529 6.235 0.169
36 H -1.764 5.436 2.131
37 H 1.948 1.909 -5.331
38 H -0.852 2.529 3.048
39 H 3.234 -0.513 -1.662
40 H 4.897 -0.037 -1.664
41 H -0.931 7.026 -0.307
42 H -0.114 0.171 -3.929
43 H -2.393 1.737 3.109
44 H -4.609 -0.392 -2.642
45 H 3.701 -2.067 0.245
46 H 2.866 -1.584 5.652
47 H 0.627 -3.670 1.351
48 H -4.542 0.508 -1.133
49 H -1.276 0.418 1.370
50 H -4.751 -1.965 -1.151
51 H 4.487 -1.824 3.400
52 H -0.359 -0.828 3.842
53 H -6.084 -3.128 -1.407
54 H -2.937 1.046 -3.710
55 H -0.595 -4.438 0.287
56 H 2.075 0.371 1.089
57 H 0.274 3.712 -2.448
58 H 2.953 -3.549 2.476
59 H 2.063 -3.205 -0.393
60 H 1.838 4.168 -1.904
61 H 1.743 -3.191 3.710
62 H -2.491 1.645 -2.167
63 H 3.627 -5.914 -0.404
64 H -3.176 7.428 0.365
65 H -0.052 0.239 -5.607
66 H -1.701 0.194 -0.368
67 H -1.637 4.650 -1.381
68 H -3.037 6.740 -1.070
69 H -0.484 -2.757 0.361
70 H 4.166 -3.047 4.513
71 H 4.302 -1.730 -2.004
72 H -2.532 -1.275 -2.074
73 H 0.846 3.162 -0.830
74 H 2.293 0.222 -4.786
75 H -0.387 1.746 -4.702
76 H -1.127 4.176 0.203
77 H 2.216 -2.000 2.378
78 H -0.490 1.291 5.360
79 H -4.583 -1.543 2.001
80 H -1.904 0.271 4.845
81 H 2.267 -4.812 -2.064
82 H 1.151 -2.416 -2.584
83 H 0.546 -5.160 -2.138
84 H 3.779 -0.402 0.672
85 H 1.562 0.984 -2.692
86 H -1.919 2.805 4.463
87 H -1.719 7.156 2.160
88 H 0.337 -1.686 -1.443
89 H 2.721 -6.516 1.049
90 H -4.021 -1.256 0.388
91 H 6.076 -1.791 -0.145
92 H -0.209 6.259 1.897
93 H 0.710 0.480 2.141
94 H -4.046 2.146 -2.703
95 H 2.777 -4.829 0.699

Force components x, y, z for each atom (eV/Å):
0.39 -0.32 0.50
-0.50 -0.05 0.50
-0.43 -0.01 -0.38
0.37 -0.17 -0.30
0.08 0.07 0.47
-0.04 0.07 -0.06
-0.63 -0.48 -0.18
1.03 0.26 -0.32
-0.98 -0.33 0.02
0.36 -0.50 -0.52
0.18 0.16 -0.20
0.18 0.21 -0.42
0.35 -0.11 0.99
1.41 0.07 -0.07
0.43 0.64 0.43
-0.68 -0.60 1.07
-1.29 -0.63 0.82
1.25 -0.42 -0.74
1.11 0.48 1.25
-0.78 0.33 -1.08
0.29 0.07 -0.20
-0.09 -0.82 0.24
-1.38 0.05 0.25
1.36 -0.19 0.01
-0.19 0.69 -0.04
-1.02 0.93 -0.40
-0.73 -0.47 1.32
-0.43 -1.02 -0.24
0.91 1.53 -0.23
-0.12 -1.01 -0.14
-1.28 0.61 -1.12
-0.28 0.58 -1.03
0.22 -0.47 -1.00
-0.86 -0.42 -0.10
0.22 1.75 -0.67
0.11 -0.14 0.06
0.48 -0.04 0.12
0.37 0.01 0.33
-0.08 0.25 0.56
0.23 -0.24 -0.02
0.12 0.10 0.18
0.13 0.30 0.34
-0.20 0.31 0.01
0.10 -0.48 0.36
0.24 -0.15 0.31
-0.04 0.09 -0.03
0.20 -0.30 -0.10
0.16 -0.13 0.13
-0.77 -0.11 0.19
-0.08 -0.60 -1.01
-0.34 0.30 -0.18
0.34 -0.01 -0.10
-0.07 0.18 -0.08
-0.55 0.00 -0.23
0.41 -0.39 -0.08
-0.03 0.13 -0.27
-0.34 -0.11 0.18
-0.06 -0.17 0.12
0.08 0.49 -0.37
0.06 0.19 0.30
-0.29 0.22 -0.18
-0.04 0.10 -0.02
0.15 -0.19 0.08
0.02 -0.08 0.20
0.25 0.44 -0.33
0.03 -0.06 0.55
-0.16 0.42 -0.22
-0.25 -0.18 0.04
0.21 0.18 0.20
-0.44 0.03 0.44
0.82 -0.05 0.17
0.09 0.11 0.04
-0.07 -0.18 -0.11
0.15 0.11 -0.13
0.06 0.05 0.01
0.33 -0.34 -0.12
-0.47 0.16 0.36
-0.26 -0.48 0.31
-0.28 -0.01 0.02
0.22 -0.18 0.17
-0.11 0.15 -0.30
0.06 -0.35 -0.02
-0.23 0.00 0.27
0.64 0.23 0.27
0.02 0.32 0.34
-0.12 0.16 -0.22
0.12 0.27 -0.32
0.11 -0.19 0.30
-0.03 -0.39 -0.30
0.16 -0.19 0.44
0.31 0.03 0.30
-0.01 -0.01 -0.04
0.21 -0.05 -0.62
-0.14 -0.11 -0.66
0.05 0.07 -0.06

Here are the Löwdin charges for atoms 1 to 6, given in e: number 1, O, carries -0.036; number 2, O, carries -0.182; number 3, O, carries -0.060; number 4, O, carries -0.102; number 5, O, carries -0.069; number 6, O, carries -0.172

***

Entry from the Open Molecules 2025 dataset: 10 unconnected molecules or ions with the total composition C20H60O10 (ωB97M-V with the def2-TZVPD basis set).

Properties
Energy, eV: -42186.79808
SMILES: CCO.CCO.CCO.CCO.CCO.CCO.CCO.CCO.CCO.CCO
Molecular weight, g mol⁻¹: 460.69
ΔE to the lowest compared entry with this formula, charge and spin, eV: 0.0000
Gap between HOMO and LUMO, eV: 9.807
HOMO energy, eV: -9.47

Element x y z (Å)
1 O -2.119 -1.459 2.928
2 O 4.963 -1.686 0.958
3 O 3.682 -1.813 3.516
4 O -5.959 0.362 1.113
5 O -1.732 2.586 -2.415
6 O -0.286 0.264 -2.087
7 O 0.664 3.979 -2.371
8 O -2.180 -1.633 -1.637
9 O 4.981 4.712 1.014
10 O -1.576 -2.975 0.625
11 C 3.044 0.472 3.719
12 C -0.057 -2.430 3.802
13 C 1.471 4.203 -3.544
14 C -4.032 2.863 -3.037
15 C 3.528 3.207 -0.089
16 C -4.068 -2.836 -2.430
17 C 3.744 4.010 1.162
18 C 3.397 -0.784 4.471
19 C -3.022 -1.812 -2.761
20 C 1.181 3.078 -4.510
21 C -3.811 0.885 0.095
22 C -1.017 -4.235 0.234
23 C -1.145 -5.214 1.368
24 C 4.429 -2.875 0.379
25 C -2.593 3.093 -3.440
26 C -0.878 -1.183 3.538
27 C -4.539 0.149 1.190
28 C 0.429 0.107 0.244
29 C 0.765 0.561 -1.153
30 C 2.980 -2.688 -0.053
31 H 5.099 5.297 1.767
32 H -4.373 -0.923 1.114
33 H 0.853 4.649 -1.707
34 H -0.453 0.617 0.633
35 H 2.910 4.690 1.369
36 H 2.519 4.249 -3.232
37 H 3.904 -2.621 3.988
38 H -4.660 -2.508 -1.571
39 H 1.110 2.125 -3.990
40 H 4.409 2.613 -0.326
41 H -3.532 -0.864 -2.986
42 H -4.020 1.957 0.131
43 H -4.778 -2.915 -3.259
44 H 0.253 3.273 -5.048
45 H -1.929 -1.934 2.099
46 H -2.188 -5.481 1.539
47 H 0.230 -0.969 0.261
48 H 3.404 3.885 -0.944
49 H 1.682 0.088 -1.506
50 H -1.818 -2.527 -0.212
51 H -0.725 -4.815 2.293
52 H 4.254 -0.590 5.124
53 H 1.250 5.170 -4.010
54 H -0.685 -3.177 4.293
55 H 3.902 0.801 3.130
56 H -2.391 4.146 -3.647
57 H 2.639 2.583 -0.023
58 H -2.447 -2.106 -3.645
59 H -1.447 -1.016 -1.843
60 H -0.309 -0.455 2.938
61 H -4.114 0.509 -0.885
62 H -0.933 0.991 -1.997
63 H -0.582 -6.126 1.150
64 H 2.812 1.267 4.430
65 H 2.890 -1.957 -0.856
66 H 2.565 -3.629 -0.438
67 H -1.102 -0.673 4.480
68 H 4.538 -1.601 1.826
69 H -4.727 3.299 -3.756
70 H 2.564 -1.094 5.111
71 H -4.168 0.462 2.169
72 H -1.566 -4.608 -0.636
73 H -3.660 -3.823 -2.218
74 H 2.187 0.313 3.068
75 H 0.037 -4.109 -0.046
76 H -2.733 0.722 0.150
77 H 3.806 3.333 2.030
78 H 1.970 3.015 -5.262
79 H 0.948 1.643 -1.186
80 H 0.785 -2.221 4.465
81 H 2.375 -2.395 0.806
82 H -4.231 1.792 -2.972
83 H -0.900 3.091 -2.424
84 H -6.141 1.247 1.440
85 H -4.246 3.292 -2.056
86 H 4.502 -3.703 1.094
87 H -2.419 2.527 -4.368
88 H 5.067 -3.107 -0.474
89 H 0.300 -2.874 2.872
90 H 1.270 0.270 0.925

Force components x, y, z for each atom (eV/Å):
0.11 -0.01 -0.16
-0.15 -0.25 -0.04
0.02 0.08 0.23
0.21 -0.19 0.00
-0.12 0.36 0.00
0.18 0.14 0.36
-0.01 0.23 -0.21
0.20 -0.11 0.00
-0.29 0.08 -0.04
0.18 -0.34 -0.42
0.18 0.18 0.09
-0.16 -0.22 0.06
0.14 0.07 0.30
-0.11 0.02 0.28
-0.02 0.47 -0.65
-0.70 -0.02 0.00
0.33 -0.31 0.62
-0.11 -0.03 0.12
-0.06 0.31 0.02
0.16 0.18 -0.26
0.15 -0.13 -0.41
-0.16 0.31 0.17
0.21 -0.33 0.26
-0.04 0.41 0.05
-0.09 -0.64 -0.19
0.00 0.42 0.16
-0.22 0.22 0.21
0.04 -0.38 0.26
0.00 0.29 -0.26
0.03 -0.52 -0.06
0.01 -0.02 0.02
-0.08 -0.05 -0.01
0.01 0.03 -0.04
0.02 0.05 0.01
0.06 0.09 -0.19
0.00 -0.26 -0.12
0.01 -0.01 -0.03
0.17 -0.05 0.06
0.01 -0.05 0.02
-0.05 -0.23 0.21
0.12 -0.03 -0.09
0.08 0.00 0.02
0.15 -0.13 -0.01
-0.10 -0.13 0.11
-0.14 -0.13 0.09
0.00 0.04 0.07
-0.07 0.06 -0.03
-0.09 -0.06 0.12
-0.11 -0.15 -0.09
-0.12 0.20 0.18
-0.12 0.09 -0.07
0.07 -0.15 -0.11
-0.18 -0.03 0.15
-0.01 0.05 0.03
-0.08 -0.03 -0.12
0.06 0.06 0.17
0.05 -0.12 0.07
0.06 0.00 0.04
-0.03 -0.02 -0.02
0.07 -0.14 0.00
-0.12 0.07 0.04
-0.02 -0.07 -0.43
-0.11 -0.02 -0.10
-0.08 -0.02 -0.04
0.03 0.18 0.12
0.10 0.07 0.07
-0.04 -0.10 0.00
0.09 0.11 -0.03
0.07 -0.02 -0.08
0.01 -0.01 -0.05
0.01 -0.10 0.03
0.12 0.00 -0.07
0.12 0.00 -0.02
-0.03 0.00 -0.04
-0.04 0.03 -0.03
-0.03 0.09 0.16
0.01 0.09 -0.14
0.00 -0.03 0.06
-0.01 -0.09 0.05
0.08 0.03 -0.14
-0.04 0.14 -0.06
-0.02 0.04 -0.01
-0.07 0.03 -0.04
0.00 0.02 -0.03
0.08 0.04 -0.07
0.01 -0.05 -0.07
0.15 0.20 0.05
-0.03 -0.07 -0.01
0.12 0.11 0.02
-0.03 0.14 -0.06

Here are the Löwdin charges for atoms 1 to 6, given in e: number 1, O, carries -0.086; number 2, O, carries -0.099; number 3, O, carries -0.093; number 4, O, carries -0.085; number 5, O, carries -0.113; number 6, O, carries -0.106